DFT (ωB97M-V with the def2-TZVPD basis set) results for C7H9NO2 in the gas phase in a non-equilibrium geometry.

## Properties
Strongest force on any atom (hartree/bohr): 0.1076
Charge: 0
Relative energy (zero: lowest compared OMol25 entry of this formula, charge and spin) (kcal/mol): 80.45
Energy (eV): -12987.007
E_HOMO (eV): -8.98
Lowest unoccupied orbital energy (eV): -1.47
Gap between HOMO and LUMO (eV): 7.51

Atoms and positions in Å:
O 0.24504 -2.20917 0.02834
O -2.31042 1.98635 0.02675
N -0.37796 -0.00189 -0.03367
C 1.70989 0.57645 1.28113
C 1.86888 0.25520 -1.26540
C -2.91215 -0.41871 -0.01355
C -2.11441 -1.52216 0.09238
C 0.98063 0.66629 -0.04799
C -2.25588 0.80413 -0.00820
C -0.62154 -1.31635 -0.01898
H 2.46143 1.12866 -1.29078
H 2.35236 -0.76513 -1.16017
H 1.18924 0.22208 -2.24694
H 0.54993 1.71519 -0.34802
H 1.02311 0.39731 2.03616
H 2.20324 1.50084 1.65181
H -2.40489 -2.48480 0.15070
H 2.48105 -0.22568 1.19442
H -4.06753 -0.30862 -0.02800